ORCA calculation (the ωB97M-V functional and the def2-TZVPD basis) on a single C26H23N3O4 molecule.

Each line ends with the Mulliken charge.
CARTESIAN COORDINATES (ANGSTROEM)
C (-1.037, 1.984, -0.727)  -0.889
C (-2.053, 1.975, 0.367)  0.629
C (-2.804, 3.114, 0.638)  -0.897
C (-3.785, 3.113, 1.609)  -0.839
C (-4.042, 1.959, 2.328)  -0.870
C (-3.307, 0.807, 2.097)  1.170
C (-3.577, -0.447, 2.874)  -1.279
C (-2.302, 0.829, 1.124)  -0.024
N (-1.582, -0.373, 0.918)  0.580
C (-0.254, -0.536, 0.942)  0.091
O (0.573, 0.342, 1.089)  -0.691
C (0.229, -2.005, 0.750)  0.049
N (0.909, -2.052, -0.538)  -0.074
C (0.403, -1.433, -1.627)  0.614
O (-0.766, -1.150, -1.774)  -0.578
C (1.479, -1.053, -2.655)  -1.411
N (2.172, 0.104, -2.128)  0.390
C (1.862, 1.411, -2.509)  0.181
O (1.114, 1.705, -3.401)  -0.635
C (2.670, 2.274, -1.616)  0.393
C (2.745, 3.647, -1.523)  -0.511
C (3.596, 4.183, -0.560)  -0.513
C (4.341, 3.365, 0.274)  -0.513
C (4.265, 1.979, 0.179)  -0.569
C (3.422, 1.449, -0.774)  0.443
C (3.096, 0.046, -1.098)  0.354
O (3.519, -0.979, -0.616)  -0.718
C (-0.851, -3.034, 0.949)  -0.810
C (-1.484, -3.680, -0.105)  0.047
C (-2.494, -4.595, 0.145)  -0.807
C (-2.885, -4.872, 1.443)  -0.426
C (-2.256, -4.234, 2.500)  -0.786
C (-1.245, -3.325, 2.254)  0.141
H (-0.033, 1.993, -0.302)  0.102
H (-1.132, 1.086, -1.337)  0.131
H (-1.157, 2.857, -1.362)  0.506
H (-2.618, 4.010, 0.063)  0.424
H (-4.358, 4.007, 1.801)  0.384
H (-4.817, 1.952, 3.081)  0.377
H (-3.973, -1.230, 2.225)  0.316
H (-2.661, -0.823, 3.328)  0.254
H (-4.303, -0.257, 3.660)  0.399
H (-2.143, -1.206, 0.792)  0.113
H (1.002, -2.156, 1.512)  0.632
H (1.918, -2.141, -0.492)  0.485
H (2.190, -1.867, -2.814)  0.333
H (1.004, -0.758, -3.593)  0.492
H (2.158, 4.277, -2.173)  0.508
H (3.672, 5.255, -0.459)  0.404
H (4.988, 3.811, 1.014)  0.406
H (4.838, 1.336, 0.830)  0.509
H (-1.197, -3.465, -1.121)  0.284
H (-2.978, -5.092, -0.683)  0.408
H (-3.674, -5.584, 1.633)  0.408
H (-2.551, -4.448, 3.516)  0.415
H (-0.748, -2.832, 3.079)  0.467

energy: -1469.91381 hartree
structure (SMILES): Cc1cccc(C)c1NC(=O)[C@H](NC(=O)CN1C(=O)c2ccccc2C1=O)c1ccccc1
energy relative to the best compared isomer or geometry (same formula, charge and spin): 0.0 kcal per mole
orbital gap: 8.16 eV
largest force on an atom: 0.01425 Eh/bohr

ORCA calculation (the ωB97M-V functional and the def2-TZVPD basis) on a single C26H23N3O5 molecule.

Each line ends with the Mulliken charge.
CARTESIAN COORDINATES (ANGSTROEM)
C (2.415, -4.914, 0.366)  -1.596
C (1.831, -3.626, 0.936)  0.459
O (0.737, -3.209, 0.116)  -0.443
C (-0.369, -2.751, 0.727)  0.591
O (-0.496, -2.674, 1.922)  -0.624
C (-1.405, -2.341, -0.255)  0.202
C (-1.383, -2.781, -1.576)  -0.472
C (-2.385, -2.388, -2.444)  -0.997
C (-3.398, -1.549, -2.015)  -0.434
C (-3.418, -1.109, -0.696)  0.205
N (-4.448, -0.248, -0.253)  0.339
C (-4.224, 0.870, 0.559)  0.418
O (-3.149, 1.248, 0.942)  -0.579
C (-5.562, 1.461, 0.788)  -0.003
C (-5.938, 2.570, 1.519)  -0.417
C (-7.291, 2.893, 1.549)  -0.477
C (-8.227, 2.129, 0.868)  -0.474
C (-7.847, 1.012, 0.132)  -0.430
C (-6.505, 0.692, 0.103)  0.002
C (-5.797, -0.415, -0.579)  0.423
O (-6.245, -1.294, -1.268)  -0.587
C (-2.429, -1.511, 0.189)  -0.173
C (2.938, -2.554, 1.019)  0.412
O (3.897, -2.734, 1.739)  -0.693
N (2.722, -1.489, 0.224)  0.038
C (3.487, -0.322, 0.076)  0.531
C (2.999, 0.680, -0.755)  -1.275
C (3.696, 1.856, -0.936)  -0.196
C (4.921, 2.079, -0.292)  1.029
N (5.641, 3.236, -0.501)  0.034
C (6.782, 3.521, 0.335)  -1.115
C (5.006, 4.352, -1.160)  -1.118
C (5.397, 1.059, 0.544)  -0.272
C (4.699, -0.117, 0.724)  -0.931
H (3.291, -5.185, 0.947)  0.413
H (2.708, -4.760, -0.670)  0.382
H (1.685, -5.719, 0.414)  0.390
H (1.464, -3.790, 1.958)  0.393
H (-0.591, -3.433, -1.908)  0.509
H (-2.378, -2.734, -3.467)  0.387
H (-4.176, -1.242, -2.696)  0.450
H (-5.203, 3.159, 2.045)  0.493
H (-7.618, 3.755, 2.112)  0.395
H (-9.270, 2.406, 0.912)  0.396
H (-8.569, 0.411, -0.399)  0.490
H (-2.430, -1.186, 1.217)  0.503
H (1.874, -1.507, -0.330)  -0.105
H (2.053, 0.543, -1.262)  0.353
H (3.271, 2.602, -1.586)  0.305
H (7.539, 2.743, 0.217)  0.316
H (6.515, 3.593, 1.396)  0.368
H (7.227, 4.464, 0.027)  0.343
H (4.747, 4.088, -2.188)  0.312
H (4.096, 4.679, -0.642)  0.364
H (5.698, 5.190, -1.198)  0.342
H (6.327, 1.174, 1.073)  0.304
H (5.088, -0.880, 1.377)  0.522

energy: -1545.12877 hartree
structure (SMILES): C[C@H](OC(=O)c1cccc(N2C(=O)c3ccccc3C2=O)c1)C(=O)Nc1ccc(N(C)C)cc1
energy relative to the best compared isomer or geometry (same formula, charge and spin): 7.9 kcal per mole
orbital gap: 6.63 eV
largest force on an atom: 0.01592 Eh/bohr

ORCA calculation (the ωB97M-V functional and the def2-TZVPD basis) on a molecular structure, C26H23N4O7STc.

Each line ends with the Mulliken charge.
CARTESIAN COORDINATES (ANGSTROEM)
Tc (-0.588, -0.011, -0.146)  0.763
O (2.712, -1.257, 1.923)  -0.615
C (1.820, -0.642, 1.401)  0.500
O (0.653, -1.087, 1.074)  -0.571
C (1.957, 0.842, 1.049)  0.136
C (3.007, 1.690, 1.371)  -0.488
C (2.889, 3.036, 1.054)  -0.391
C (1.708, 3.514, 0.492)  -0.539
C (0.705, 2.606, 0.202)  0.714
N (0.863, 1.300, 0.441)  0.109
C (-0.675, 2.855, -0.402)  0.073
O (-1.011, 3.907, -0.884)  -0.620
O (-1.372, 1.766, -0.323)  -0.597
H (3.875, 1.291, 1.870)  0.568
H (3.694, 3.718, 1.273)  0.479
H (1.548, 4.563, 0.305)  0.565
C (-5.850, -0.501, -5.349)  -1.541
C (-5.016, -0.972, -4.205)  0.971
C (-3.636, -1.093, -4.327)  -0.860
C (-2.855, -1.461, -3.242)  -0.164
C (-3.476, -1.738, -2.038)  0.546
C (-4.853, -1.674, -1.902)  -0.921
C (-5.616, -1.292, -2.989)  -0.825
S (-2.539, -2.012, -0.548)  1.158
O (-2.856, -3.252, 0.070)  -0.594
O (-2.691, -0.787, 0.237)  -0.603
N (-0.938, -1.821, -0.935)  0.637
C (-0.193, -2.721, -1.611)  0.451
C (-0.690, -3.934, -2.079)  -0.755
C (0.136, -4.814, -2.778)  -1.095
C (1.464, -4.528, -2.995)  -0.855
C (2.011, -3.310, -2.537)  0.612
C (3.364, -2.946, -2.693)  -0.738
C (3.798, -1.730, -2.234)  -1.127
C (2.867, -0.861, -1.642)  -0.173
N (1.612, -1.179, -1.476)  0.446
C (1.171, -2.378, -1.872)  0.345
H (-5.293, -0.522, -6.281)  0.368
H (-6.185, 0.521, -5.172)  0.325
H (-6.736, -1.122, -5.449)  0.407
H (-3.168, -0.903, -5.280)  0.400
H (-1.781, -1.542, -3.333)  0.510
H (-5.299, -1.916, -0.951)  0.486
H (-6.689, -1.237, -2.897)  0.437
H (-1.714, -4.200, -1.862)  0.506
H (-0.283, -5.737, -3.148)  0.421
H (2.107, -5.228, -3.509)  0.446
H (4.038, -3.642, -3.172)  0.452
H (4.829, -1.426, -2.327)  0.408
H (3.173, 0.115, -1.292)  0.586
C (-1.341, 2.896, -5.112)  -0.945
N (-0.478, 2.655, -3.977)  0.271
C (0.378, 3.736, -3.542)  -0.999
C (-0.539, 1.505, -3.328)  0.139
O (0.157, 1.191, -2.358)  -0.291
H (-1.045, 3.823, -5.595)  0.326
H (-2.384, 2.984, -4.808)  0.332
H (-1.255, 2.087, -5.837)  0.348
H (0.834, 4.221, -4.403)  0.439
H (1.156, 3.336, -2.897)  0.203
H (-0.204, 4.468, -2.978)  0.368
H (-1.277, 0.805, -3.742)  0.056

energy: -2229.09226 hartree
energy relative to the best compared isomer or geometry (same formula, charge and spin): 67.3 kcal per mole
total charge: +1
spin multiplicity: 4
orbital gap (spin up / spin down): 6.26 / 6.05 eV
largest force on an atom: 0.05684 Eh/bohr
expectation value of S²: 3.78

ORCA calculation (the ωB97M-V functional and the def2-TZVPD basis) on a single C26H23N5O2S molecule.

Each line ends with the Mulliken charge.
CARTESIAN COORDINATES (ANGSTROEM)
C (4.910, 3.948, 0.916)  -1.486
C (4.612, 2.513, 0.609)  1.087
C (3.379, 2.131, 0.093)  -0.649
C (3.105, 0.805, -0.176)  -0.669
C (4.070, -0.169, 0.073)  0.118
C (3.788, -1.559, -0.196)  0.460
N (4.599, -2.571, -0.130)  -0.351
N (3.898, -3.669, -0.460)  -0.718
C (2.689, -3.285, -0.711)  0.767
C (1.534, -4.134, -1.084)  -0.765
S (0.079, -3.103, -1.450)  -0.161
C (-0.103, -2.435, 0.146)  0.319
N (0.298, -3.000, 1.251)  -0.424
N (0.001, -2.167, 2.257)  -0.844
C (-0.559, -1.099, 1.763)  0.467
C (-1.059, 0.036, 2.592)  -0.949
O (-2.111, 0.767, 2.010)  -0.422
C (-3.239, 0.101, 1.612)  0.669
C (-3.526, -1.226, 1.907)  -0.282
C (-4.691, -1.797, 1.420)  -0.714
C (-5.571, -1.063, 0.648)  -0.558
C (-5.289, 0.265, 0.367)  -0.492
C (-4.133, 0.846, 0.844)  -0.446
N (-0.649, -1.205, 0.398)  1.444
C (-1.184, -0.302, -0.542)  -0.562
C (-0.774, 1.024, -0.544)  -0.050
C (-1.324, 1.902, -1.458)  -1.251
C (-2.276, 1.478, -2.376)  1.082
C (-2.864, 2.432, -3.369)  -1.639
C (-2.663, 0.143, -2.367)  -1.134
C (-2.125, -0.747, -1.460)  -0.217
O (2.545, -1.953, -0.571)  -0.084
C (5.311, 0.203, 0.587)  -0.820
C (5.571, 1.532, 0.850)  -0.560
H (5.887, 4.227, 0.527)  0.377
H (4.158, 4.605, 0.486)  0.353
H (4.926, 4.103, 1.995)  0.297
H (2.628, 2.882, -0.106)  0.360
H (2.150, 0.516, -0.591)  0.700
H (1.753, -4.716, -1.979)  0.470
H (1.279, -4.802, -0.259)  0.328
H (-0.258, 0.769, 2.744)  0.370
H (-1.335, -0.368, 3.576)  0.353
H (-2.858, -1.822, 2.509)  0.397
H (-4.903, -2.831, 1.651)  0.422
H (-6.472, -1.520, 0.269)  0.417
H (-5.972, 0.850, -0.231)  0.391
H (-3.890, 1.874, 0.630)  0.456
H (-0.041, 1.366, 0.171)  0.720
H (-1.008, 2.935, -1.453)  0.379
H (-2.339, 2.348, -4.321)  0.308
H (-2.775, 3.459, -3.023)  0.380
H (-3.913, 2.207, -3.545)  0.397
H (-3.401, -0.204, -3.074)  0.372
H (-2.443, -1.779, -1.446)  0.693
H (6.047, -0.563, 0.771)  0.492
H (6.532, 1.820, 1.249)  0.406

energy: -1827.01118 hartree
structure (SMILES): Cc1ccc(-c2nnc(CSc3nnc(COc4ccccc4)n3-c3ccc(C)cc3)o2)cc1
energy relative to the best compared isomer or geometry (same formula, charge and spin): 12.6 kcal per mole
orbital gap: 9.12 eV
largest force on an atom: 0.03146 Eh/bohr